Entry 1:
DFT (ωB97M-V with the def2-TZVPD basis set) results for a cluster of 2 separate species, C9H14 in total.

- Gap between HOMO and LUMO (alpha / beta): 0.3670 / 0.2257 Ha
- Energy above the lowest of the compared OMol25 structures with the same formula, charge and spin: 57.7 kJ/mol
- Spin multiplicity: 2
- E_LUMO (alpha / beta): -4.434 / -8.278 eV
- Maximum force: 2.65 eV Å⁻¹
- Charge: +1
- DFT total energy: -350.9870 hartree

```
23
Properties=species:S:1:pos:R:3:mulliken_spin:R:1
H -0.81907 -1.84391 2.67321 0.000
H -0.39399 1.87828 2.19851 0.031
H 0.30614 3.30824 1.27108 0.029
C -0.12180 -0.05807 -2.08105 0.287
H 0.31881 -3.74490 0.58803 0.000
H -2.16606 0.80661 -2.15979 0.004
H 0.30328 -3.23950 2.85101 0.000
C -0.00580 -2.41271 2.21856 0.001
C -0.39207 -2.93295 0.82549 -0.002
C 1.12615 -0.09842 -1.38233 0.063
H -0.30971 -0.82779 -2.82391 0.005
H 1.36758 2.08933 1.80254 -0.004
H 2.08828 0.64113 0.41510 0.001
H -1.84075 2.16661 -0.21412 0.000
C 1.24125 0.63477 -0.25273 0.103
H -0.20299 -2.24145 0.01114 0.006
H 0.84319 -1.72498 2.23142 0.001
C -1.05024 1.50470 -0.54862 0.142
C 0.34026 2.23490 1.48056 0.021
C 0.13687 1.46139 0.20311 0.224
H -1.28349 -3.53577 0.92584 0.000
C -1.19150 0.75219 -1.69689 0.081
H 2.01419 -0.55820 -1.79459 0.007
```

***

Entry 2:
DFT (ωB97M-V with the def2-TZVPD basis set) results for a structure of composition C8H13F6N3O9S2Te4V.

- Gap between HOMO and LUMO (alpha / beta): 0.1938 / 0.1726 Ha
- Energy above the lowest of the compared OMol25 structures with the same formula, charge and spin: 195.9 kJ/mol
- Spin multiplicity: 4
- E_LUMO (alpha / beta): 3.869 / 3.214 eV
- Maximum force: 1.21 eV Å⁻¹
- Charge: -2
- DFT total energy: -4565.8787 hartree

```
46
Properties=species:S:1:pos:R:3:mulliken_spin:R:1
H -0.55633 -3.55687 -1.39517 0.001
H 3.47099 2.38674 3.30751 0.000
O 0.86371 3.28926 0.63191 0.003
H -3.95939 -2.43339 2.86643 0.000
C 3.87901 -1.73555 -1.75334 0.006
O 1.15522 -4.12336 0.71629 -0.002
H 1.35740 1.45185 4.32398 0.000
S 1.46981 -2.73085 0.91085 0.014
Te -4.01926 -1.51889 -3.52614 0.018
F 4.92653 -2.53658 -1.51555 0.000
H -4.11277 -3.23273 1.28610 0.000
C 2.92813 2.64295 2.39038 0.001
F 0.96200 -3.72721 3.32631 0.000
V 0.25799 0.02038 -1.12380 2.115
H 0.41049 2.75807 3.57176 0.000
F 0.36536 -1.67268 3.09891 0.000
C 1.31100 -2.54765 2.77647 0.000
F 2.45773 -2.17633 3.34615 0.000
H 2.59406 3.67677 2.44868 0.000
O -1.84874 -0.58595 -0.26313 0.015
S 3.19985 -0.96058 -0.19560 0.004
H -2.14061 -3.66104 0.25672 0.001
Te -1.78970 -0.02056 -3.54366 -0.019
H -0.01578 1.06058 3.26482 -0.001
C 0.81071 1.75242 3.42547 0.002
N 2.94731 -2.39963 0.57307 0.001
Te -4.42278 3.30844 -3.44326 0.676
H -1.97743 -3.22331 -2.26809 0.000
O 2.19444 0.36860 2.02722 0.002
H 3.60032 2.54874 1.53674 0.000
O 0.47825 -1.79916 0.39668 -0.018
O 0.17120 1.16176 0.53050 0.012
N -1.35590 -2.94701 -1.51899 0.011
O -2.86645 -1.57483 1.41918 -0.001
O 1.15745 0.51829 -2.34840 -0.163
H 3.13907 0.33561 2.21215 0.000
C -3.41886 -2.75199 1.97859 0.000
H -2.63595 -3.45484 2.28116 0.000
Te -2.39591 2.26345 -2.17322 0.316
C 1.73798 1.71596 2.21479 0.001
C -2.21156 -1.62073 0.23303 -0.002
F 2.92956 -2.46399 -2.35755 0.003
C 0.91441 2.11253 0.96088 0.004
F 4.28372 -0.78454 -2.59615 0.000
N -2.07647 -2.84563 -0.32810 -0.001
O 4.39199 -0.31985 0.37770 0.002
```

***

Entry 3:
DFT (ωB97M-V with the def2-TZVPD basis set) results for a cluster of 14 separate species, C30H82N6O36S8 in total.

- Gap between HOMO and LUMO: 0.3876 Ha
- Spin multiplicity: 1
- E_LUMO: -0.210 eV
- Maximum force: 2.22 eV Å⁻¹
- Charge: 0
- DFT total energy: -7414.2536 hartree

```
162
Properties=species:S:1:pos:R:3:mulliken_charge:R:1
O 0.20880 -5.58518 5.09524 -0.581
O -0.11367 -7.97019 -0.92861 -0.581
H -3.64615 -0.94756 -0.12483 -0.118
H -4.27962 -5.79803 1.12234 0.383
H -6.61781 3.62447 1.67922 0.409
O 0.33770 0.53618 4.42143 -0.287
H 1.89279 2.90819 5.77559 0.208
N 0.52138 1.67902 4.74807 0.821
H 5.88865 1.67548 1.53988 0.242
N -6.02904 -1.48725 2.96443 0.837
H -2.57574 -1.17783 6.00250 0.294
H 1.29222 -1.24480 -6.01777 0.330
H -2.65483 -2.99933 -3.55401 0.163
H -1.53748 1.35149 -2.42265 -0.116
H -2.15600 1.33269 0.83989 -0.038
H 6.81791 0.95483 -3.43483 0.315
H -7.71561 2.21559 1.59680 0.350
H -5.13512 -3.33429 2.96755 0.334
H -0.22499 -2.92326 4.24874 0.196
S 1.50209 6.79476 2.92082 1.188
C -3.73347 -1.07075 -1.20236 -0.075
C 2.50623 4.67035 -3.83870 -1.338
O -0.87225 -1.09663 0.57721 0.357
O -0.97067 4.54762 -1.50112 -0.742
O -7.01201 -0.79800 2.80009 -0.545
H 2.31244 1.16925 5.68850 0.300
H 7.96286 0.17675 3.15395 0.329
C -1.87432 -3.63126 -3.96283 -0.716
O -0.00116 2.49850 -0.47897 -0.170
H 2.11749 -1.74822 -8.31872 0.345
H -5.47999 0.82799 1.33406 -0.376
C 6.30179 -3.10778 -2.35328 -1.140
O -1.36104 -6.32417 -1.50665 -0.547
H -2.82756 0.19379 1.96700 -0.163
O 1.10573 -2.41590 1.06870 -0.394
C -0.65458 -0.11216 1.59676 0.847
H 1.48720 0.14519 -0.08209 -0.220
H -2.81751 -1.54938 -1.54416 -0.064
C 2.30600 -1.58833 -6.21869 0.116
H -6.40645 2.33175 2.80681 0.383
H 7.36416 1.75501 3.51771 0.319
H 0.56744 4.33772 1.96713 0.044
H 3.29347 -2.87421 -7.65930 0.323
H 1.57518 -6.62586 -2.05618 0.353
C -6.69045 2.54012 1.77282 -1.562
H 4.30181 -2.42381 3.00309 0.527
H -0.93975 2.35472 -3.84041 0.378
H -7.74934 3.74925 -0.90305 0.364
H 2.02764 -0.88314 -1.41247 0.227
H 1.91352 1.26636 -3.54453 -0.194
H -5.58763 -5.44863 -0.08586 0.413
C 2.31830 -2.41941 -7.48213 -1.383
C -0.19532 5.11728 1.87476 0.223
C 2.14788 5.47890 4.01973 -0.644
C -6.77992 4.02560 -1.30329 -1.001
O 5.85249 -2.11954 0.08054 -0.721
H 6.34019 0.08143 1.16550 -0.125
O -0.18701 -2.81785 -1.02246 0.043
N -0.28459 -6.83787 -1.30133 0.996
O -4.95700 -1.04905 3.35459 -0.337
H 6.20680 2.22725 -2.36569 0.390
O -0.77766 -1.55528 -3.80604 -0.450
H -2.70378 -0.34998 4.40152 0.038
H -6.75809 4.62751 -2.20337 0.397
C 1.06857 4.15114 -3.75819 -0.292
O 3.60959 0.57157 1.25212 -0.475
S -5.14819 -2.16095 -1.53059 1.254
H -1.85212 3.71784 1.57371 -0.178
C -4.51408 -5.44646 0.12254 -1.714
H -4.01846 -0.21738 5.62664 0.353
H -7.01111 -3.33513 3.26297 0.368
H 1.36743 -5.95785 -0.42260 0.278
O 0.32740 -3.26854 -4.48060 -0.568
H -1.54228 -4.38340 -3.25250 0.143
H -4.27114 -3.35432 0.69528 -0.267
O 3.20232 -0.46671 -6.34890 -0.419
O -5.55719 -1.95509 -2.88705 -0.657
H 7.07719 -2.39836 -2.63199 0.366
H 0.17581 0.56729 1.39480 0.124
O 2.14488 6.77215 1.63005 -0.618
H 4.83116 -1.87280 1.36187 -0.360
H 2.67450 4.96869 -4.88142 0.414
N -0.71578 -2.71147 -4.17757 0.983
H -4.83205 2.39940 0.82163 0.161
O 3.91099 -2.94487 -1.18796 -0.524
C 6.06835 1.19378 -2.68005 -0.928
C -1.57081 4.58074 2.17759 -0.888
C -1.32353 2.33910 -2.82479 -0.692
H 1.16335 -3.28215 3.16183 -0.119
S 0.37092 -1.90199 -0.05399 -0.234
S -0.31716 3.28266 -1.65289 0.831
H 0.75783 -5.02226 -1.83928 -0.034
H 6.81329 -3.89351 -1.79863 0.427
H -0.11501 5.40141 0.82261 0.434
O -2.77714 1.95011 5.71779 -0.560
S 3.87235 -0.08874 2.50885 0.909
O -4.38253 -3.59280 -1.43300 -0.394
H 2.67289 5.58957 -3.28353 0.395
O 5.37453 0.24083 2.98298 -0.294
H 0.41053 -0.07838 -1.53016 -0.287
O 2.99791 0.08547 3.62647 -0.555
H 1.62840 5.60073 4.96442 0.330
H 3.24546 3.89398 -3.66082 0.181
H 1.00586 1.76798 6.78273 0.290
O 1.40669 1.27280 -6.36105 -0.666
C -4.01268 -4.02593 -0.12163 1.109
H 8.36570 1.50585 2.04187 0.392
H 1.58012 -3.21546 -7.40813 0.358
H 3.16636 -2.06006 1.58233 -0.454
H -1.65612 4.34592 3.23923 0.291
H 5.32657 0.76054 -0.75217 -0.272
O -6.30312 1.55835 -0.42251 -0.301
H -0.44037 -0.62320 2.53732 -0.249
O -6.09798 -2.09919 -0.44564 -0.577
C 0.94646 -6.00356 -1.42284 -0.509
H 1.68505 -0.37712 -3.96861 0.175
C -6.13355 -2.95342 2.76235 -0.830
C 1.51633 1.89051 5.83103 -0.879
O -0.07382 2.62055 4.28697 -0.410
O 3.74749 1.87562 -5.78451 -0.673
H 3.31672 0.26397 -3.48453 -0.567
H -3.93062 -0.13191 -1.71404 0.347
C -2.95217 -0.31859 5.45680 -0.616
O -0.01631 6.23479 2.74424 -0.389
S 5.18462 -2.30180 -1.18147 1.028
H -2.28347 2.85687 -2.84427 0.413
N 0.28959 -4.98205 4.04640 0.941
H 1.33751 -3.48311 4.92956 0.317
S -5.88931 2.47807 -1.67411 0.998
H -1.79140 1.46927 2.50816 0.368
O -0.03362 -5.44010 2.96381 -0.532
H -6.16428 4.42055 -0.49680 0.267
H -6.14600 -3.13258 1.68356 0.226
C 0.65437 -3.53638 4.08420 -0.185
C 7.59431 1.09195 2.68131 -1.443
C 2.40822 0.43356 -4.05687 0.739
H 0.36365 4.98625 -3.74466 0.520
H -4.08289 -6.07328 -0.65793 0.385
H -2.09089 -4.09033 -4.92220 0.378
O 1.07634 3.45303 -2.50001 -0.134
O 5.00899 -0.85581 -1.90476 -0.188
H 5.69999 -3.48910 -3.17005 0.339
H 1.85950 4.52629 3.58179 -0.026
H 2.68395 -2.19462 -5.39355 0.169
O -1.42729 0.71842 6.87052 -0.602
C 4.07037 -1.81368 2.13927 0.576
O -6.39308 1.90499 -2.89271 -0.623
H 6.82535 -0.15242 -1.15123 0.702
O -4.46894 2.70032 -1.55412 -0.356
H 3.22605 5.60149 4.04747 0.453
C 1.15312 -0.52043 -0.87384 0.322
H -2.37763 5.29833 2.00455 0.457
C 5.88326 0.24118 -1.53242 0.250
H -2.91748 -4.06346 -0.09807 -0.059
C -5.73277 1.78318 0.88245 0.932
H 5.13671 1.23481 -3.25734 -0.124
C -1.90434 0.72488 1.71295 -0.822
N -2.30944 0.88134 6.05068 1.074
O 1.38190 7.97936 3.71344 -0.626
C 6.28450 0.77013 2.00889 0.565
H 0.79117 3.51425 -4.60153 0.262
S 2.67315 0.91872 -5.76450 1.422
```